Version i
4 unconnected molecules or ions with the total composition C2H12O3S2. Source: the OMol25 dataset; level of theory: wB97M-V/def2-TZVPD.

CARTESIAN COORDINATES (ANGSTROEM)
S  0.9076  -2.2626  1.3946
S  1.0949  -1.1699  -0.3825
O  0.1686  1.4269  -2.1967
O  1.7717  2.5642  0.0553
O  -1.7562  -0.7560  -2.3880
C  -0.4555  -1.2635  2.1344
C  -0.2525  0.2383  2.0186
H  -0.9153  0.7630  2.7046
H  -0.2095  1.6107  -3.0620
H  0.8753  2.4280  -0.2788
H  -1.3629  -1.6367  -2.3443
H  -1.3514  -1.6050  1.6413
H  -0.2501  0.5922  -1.9460
H  -0.3836  -1.6280  3.1684
H  0.7769  0.5248  2.2203
H  2.3399  2.3202  -0.6922
H  -0.4831  0.5761  1.0066
H  -2.6888  -0.9195  -2.2106
H  2.1740  -1.8030  -0.8430

Output
orbital gap: 8.456 eV
LUMO level: 0.3 eV
HOMO level: -8.1 eV
multiplicity: 1

Löwdin atomic charges, in units of e:
1. S 0.429
2. S 0.377
3. O -0.084
4. O -0.086
5. O -0.068
6. C -0.597
7. C -0.200
8. H 0.075
9. H 0.044
10. H 0.000
11. H 0.035
12. H 0.053
13. H -0.047
14. H 0.064
15. H 0.072
16. H 0.033
17. H 0.038
18. H 0.051
19. H -0.187



Version ii
4 unconnected molecules or ions with the total composition C2H12O3S2. Source: the OMol25 dataset; level of theory: wB97M-V/def2-TZVPD.

CARTESIAN COORDINATES (ANGSTROEM)
S  -0.1867  -1.6801  -1.0116
S  -1.2041  -0.0913  -0.0409
O  0.3028  3.0779  2.0946
O  1.7555  1.1624  0.2478
O  1.1991  -1.1016  2.2093
C  1.1213  -0.8132  -1.7688
C  -2.0949  0.3743  -1.4975
H  0.2576  3.2722  3.0319
H  -1.6043  1.0904  -2.2112
H  0.8816  -1.1290  3.0873
H  1.7839  -1.2783  -2.5941
H  -0.5630  2.7419  1.9557
H  0.5153  -1.2205  1.5256
H  0.7890  0.1044  -2.4699
H  2.0637  0.4973  0.8444
H  1.4979  1.8998  0.8289
H  -2.4197  -0.4735  -2.1126
H  1.8629  -0.4453  -1.0140
H  -3.0311  0.8063  -0.8483

Output
orbital gap: 8.963 eV
LUMO level: 0.2 eV
HOMO level: -8.7 eV
multiplicity: 1

Löwdin atomic charges, in units of e:
1. S 0.493
2. S 0.476
3. O -0.027
4. O -0.105
5. O -0.059
6. C -0.566
7. C -0.550
8. H 0.048
9. H 0.044
10. H 0.018
11. H 0.066
12. H 0.019
13. H -0.045
14. H 0.084
15. H -0.003
16. H 0.015
17. H 0.016
18. H 0.009
19. H 0.068



Compare the structures above. Which one is the least stable? version ii is.